(1)
Formula: C16H49N3O9
Source: OMol25
Level of theory: ωB97M-V with the def2-TZVPD basis set

- SMILES = COC[C@H](C)N.COC[C@H](C)N.COC[C@H](C)N.OCCO.OCCO.O.O
- relative energy (zero: lowest compared OMol25 entry of this formula, charge and spin) (kcal/mol) = 0.0
- gap between HOMO and LUMO (eV) = 9.219
- 2S+1 = 1
- LUMO level (eV) = 0.21

Each line ends with the Mulliken charge.
CARTESIAN COORDINATES (ANGSTROEM)
C 20.184 -20.996 -24.989  -0.88
O 20.759 -21.331 -26.236  -0.33
C 22.008 -21.978 -26.140  -0.78
C 22.574 -22.130 -27.539  0.37
C 22.614 -20.772 -28.269  -1.24
N 21.716 -23.096 -28.235  -0.74
H 19.180 -21.433 -24.980  0.29
H 20.046 -19.920 -24.859  0.26
H 20.781 -21.416 -24.178  0.41
H 22.704 -21.462 -25.468  0.43
H 21.852 -22.991 -25.739  0.37
H 23.601 -22.497 -27.503  0.36
H 21.602 -20.428 -28.465  0.28
H 23.163 -20.928 -29.197  0.38
H 23.112 -20.020 -27.653  0.31
H 21.962 -23.221 -29.208  0.25
H 20.771 -22.729 -28.192  0.26
C 21.541 -25.081 -16.372  -0.72
O 20.707 -24.476 -17.347  -0.32
C 21.035 -23.144 -17.633  -0.77
C 19.878 -22.214 -17.351  0.50
C 18.636 -22.649 -18.134  -1.11
N 20.221 -20.836 -17.801  -0.60
H 21.276 -24.697 -15.380  0.29
H 22.585 -24.864 -16.603  0.32
H 21.364 -26.152 -16.379  0.24
H 21.915 -22.808 -17.059  0.43
H 21.358 -23.040 -18.679  0.31
H 19.634 -22.230 -16.282  0.14
H 18.139 -23.503 -17.680  0.35
H 18.917 -22.905 -19.161  0.32
H 17.908 -21.842 -18.259  0.12
H 21.059 -20.510 -17.315  0.27
H 19.514 -20.256 -17.345  0.25
C 12.143 -17.654 -20.066  -0.57
O 12.553 -18.800 -19.344  -0.31
C 13.465 -18.541 -18.302  -0.69
C 14.267 -19.819 -18.058  0.41
C 15.275 -19.628 -16.937  -1.25
N 14.982 -20.220 -19.272  -0.60
H 12.997 -16.978 -20.210  0.29
H 11.324 -17.139 -19.561  0.29
H 11.877 -17.965 -21.076  0.12
H 14.189 -17.755 -18.564  0.28
H 12.903 -18.217 -17.415  0.33
H 13.564 -20.623 -17.825  0.38
H 16.191 -20.206 -17.079  0.12
H 14.934 -19.925 -15.942  0.41
H 15.575 -18.577 -16.835  0.35
H 14.362 -20.182 -20.071  0.30
H 15.784 -19.616 -19.412  0.15
O 12.283 -19.324 -24.712  -0.53
C 12.617 -18.008 -24.402  0.15
C 13.789 -17.495 -25.218  -0.38
O 15.008 -18.129 -24.788  -0.47
H 12.905 -19.938 -24.314  0.32
H 11.757 -17.349 -24.554  0.35
H 12.881 -17.859 -23.343  -0.20
H 13.903 -16.416 -25.080  0.27
H 13.661 -17.813 -26.250  0.26
H 15.202 -17.797 -23.903  0.25
O 19.580 -18.449 -22.224  -0.59
C 18.389 -19.200 -22.410  -0.23
C 17.742 -19.522 -21.065  -0.20
O 17.462 -18.368 -20.309  -0.50
H 19.359 -17.527 -22.061  0.34
H 17.644 -18.686 -23.025  0.24
H 18.670 -20.136 -22.887  0.15
H 18.372 -20.245 -20.533  0.12
H 16.841 -20.105 -21.289  0.43
H 18.278 -18.170 -19.832  0.25
O 15.455 -16.928 -21.963  -0.60
H 15.907 -17.372 -21.233  0.28
H 15.926 -16.098 -22.074  0.29
O 20.137 -17.494 -19.326  -0.69
H 20.313 -18.054 -18.562  0.30
H 20.535 -17.973 -20.066  0.36

=====

(2)
Formula: C13H19IN2O
Source: OMol25
Level of theory: ωB97M-V with the def2-TZVPD basis set

- SMILES = CCN(CC)CCNC(=O)c1ccccc1I
- relative energy (zero: lowest compared OMol25 entry of this formula, charge and spin) (kcal/mol) = 2.5
- gap between HOMO and LUMO (eV) = 8.492
- 2S+1 = 1
- LUMO level (eV) = 0.37

Each line ends with the Mulliken charge.
CARTESIAN COORDINATES (ANGSTROEM)
C -4.062 -0.923 -1.086  -0.78
C -4.143 0.299 -2.004  -0.86
N -3.084 1.284 -1.898  0.32
C -2.822 1.804 -0.574  0.00
C -4.021 2.577 -0.026  -1.57
C -1.951 1.126 -2.772  -1.16
C -1.016 -0.086 -2.564  -0.70
N -0.486 -0.118 -1.223  0.20
C -0.508 -1.227 -0.460  0.40
O -0.889 -2.308 -0.861  -0.63
C -0.118 -1.017 0.974  0.45
C -1.019 -1.505 1.920  -0.61
C -0.775 -1.373 3.273  -0.66
C 0.390 -0.761 3.702  -0.51
C 1.308 -0.290 2.780  -0.49
C 1.050 -0.419 1.424  0.01
I 2.538 0.273 0.079  0.05
H -4.147 -0.633 -0.039  0.19
H -3.133 -1.470 -1.219  0.14
H -4.885 -1.596 -1.313  0.48
H -5.093 0.812 -1.806  0.35
H -4.169 -0.038 -3.043  0.39
H -2.543 1.023 0.155  0.02
H -1.980 2.498 -0.659  0.45
H -4.360 3.300 -0.762  0.35
H -3.733 3.106 0.879  0.46
H -4.842 1.910 0.214  0.30
H -2.331 1.067 -3.798  0.43
H -1.349 2.038 -2.693  0.40
H -1.538 -1.032 -2.723  0.39
H -0.197 -0.019 -3.290  0.34
H -0.183 0.760 -0.833  0.30
H -1.913 -1.994 1.562  0.40
H -1.487 -1.757 3.988  0.40
H 0.595 -0.654 4.757  0.38
H 2.223 0.175 3.112  0.36

=====

We obtain E_HOMO values of -0.3312; -0.2983 hartree for the records listed above, in that order.
We obtain electronic energy values of -1480.33959; -989.21212 Eh for the records listed above, in that order.